Record 1
The following is a DFT calculation (ωB97M-V/def2-TZVPD) of C30H31BBrF4IN6PbSSi as an isolated structure at a distorted geometry.

Output
- multiplicity = 1
- energy relative to the best compared isomer or geometry (same formula, charge and spin) (eV) = 0.029
- molecular weight (g/mol) = 1036.59
- gap between HOMO and LUMO (eV) = 7.46
- charge = 0
- electronic energy (eV) = -154210.5314

Positions of all 77 atoms, in Å:
Pb (0.155, 0.040, -1.063)
Br (5.282, -2.682, -0.087)
C (4.277, -2.727, -1.683)
C (4.394, -3.830, -2.510)
C (3.675, -3.886, -3.695)
C (2.850, -2.839, -4.067)
C (2.716, -1.734, -3.241)
C (3.423, -1.697, -2.054)
I (3.094, -0.053, -0.779)
H (5.020, -4.656, -2.202)
H (3.749, -4.766, -4.320)
H (2.281, -2.890, -4.986)
H (2.041, -0.930, -3.506)
N (-0.960, 1.118, 6.174)
C (-1.589, 1.153, 5.211)
C (-2.378, 1.211, 4.005)
C (-3.731, 1.527, 4.044)
C (-4.428, 1.583, 2.852)
C (-3.742, 1.338, 1.671)
N (-2.442, 1.044, 1.622)
C (-1.781, 0.971, 2.772)
H (-4.219, 1.718, 4.992)
H (-5.485, 1.813, 2.836)
H (-4.261, 1.367, 0.717)
H (-0.732, 0.703, 2.719)
C (-1.219, 3.467, -1.347)
Si (0.092, 2.663, -0.243)
C (1.741, 3.486, -0.762)
C (-0.123, 3.375, 1.491)
C (0.695, 2.919, 2.532)
C (0.609, 3.448, 3.813)
C (-0.301, 4.465, 4.078)
C (-1.104, 4.952, 3.054)
C (-1.017, 4.408, 1.775)
H (-1.047, 4.546, -1.431)
H (-2.231, 3.314, -0.956)
H (-1.192, 3.038, -2.353)
H (1.599, 4.545, -1.012)
H (2.217, 2.986, -1.612)
H (2.450, 3.438, 0.074)
H (1.422, 2.130, 2.336)
H (1.245, 3.066, 4.603)
H (-0.381, 4.876, 5.077)
H (-1.797, 5.763, 3.250)
H (-1.661, 4.800, 0.993)
C (1.000, 4.557, -4.533)
N (1.769, 3.311, -4.449)
C (3.230, 3.425, -4.449)
C (1.212, 2.246, -3.902)
N (0.721, 1.305, -3.430)
H (1.188, 5.027, -5.497)
H (1.293, 5.242, -3.736)
H (-0.060, 4.341, -4.445)
H (3.543, 3.945, -5.353)
H (3.676, 2.434, -4.439)
H (3.576, 3.985, -3.577)
N (1.457, -1.561, 2.365)
C (0.187, -1.899, 2.016)
N (-0.467, -1.362, 1.031)
C (-1.767, -1.899, 0.955)
C (-2.746, -1.599, 0.009)
C (-3.983, -2.213, 0.088)
C (-4.270, -3.126, 1.103)
C (-3.310, -3.440, 2.048)
C (-2.071, -2.823, 1.957)
S (-0.699, -3.026, 3.001)
H (2.034, -1.256, 1.595)
H (1.927, -2.209, 2.974)
H (-2.560, -0.874, -0.772)
H (-4.738, -1.984, -0.656)
H (-5.247, -3.592, 1.150)
H (-3.514, -4.163, 2.829)
F (0.379, -3.075, -1.792)
B (0.932, -3.793, -0.696)
F (-0.095, -4.216, 0.169)
F (1.698, -4.877, -1.156)
F (1.795, -2.881, 0.031)


Record 2
The following is a DFT calculation (ωB97M-V/def2-TZVPD) of a 4-piece molecular cluster, C16H37ClNO6S2 overall.

Output
- multiplicity = 1
- molecular weight (g/mol) = 439.06
- gap between HOMO and LUMO (eV) = 5.88
- charge = +1
- electronic energy (eV) = -65147.5955

Positions of all 63 atoms, in Å:
C (-0.527, -5.757, -2.441)
C (0.953, -6.095, -2.511)
Cl (1.271, -7.826, -2.258)
C (1.766, -5.290, -1.470)
S (2.841, -4.127, -2.317)
N (3.094, -2.990, -1.131)
C (3.225, -1.793, -1.421)
S (3.340, -0.314, -1.784)
H (-0.736, -4.817, -2.955)
H (-1.109, -6.533, -2.931)
H (-0.867, -5.675, -1.410)
H (1.320, -5.887, -3.520)
H (2.443, -5.926, -0.902)
H (1.145, -4.715, -0.787)
H (1.875, -3.532, -3.055)
C (1.368, -1.080, 4.524)
O (1.995, -1.024, 3.251)
C (2.133, -2.275, 2.618)
C (1.072, -2.491, 1.557)
O (-0.233, -2.574, 2.074)
C (-0.965, -1.359, 2.012)
H (1.120, -0.058, 4.801)
H (0.456, -1.679, 4.496)
H (2.048, -1.495, 5.275)
H (2.099, -3.093, 3.345)
H (3.117, -2.297, 2.136)
H (1.284, -3.440, 1.050)
H (1.136, -1.683, 0.814)
H (-1.277, -1.142, 0.984)
H (-0.380, -0.520, 2.393)
H (-1.852, -1.488, 2.627)
C (-2.065, 3.245, -2.389)
O (-0.655, 3.091, -2.338)
C (-0.230, 1.764, -2.138)
C (0.208, 1.088, -3.421)
O (-0.842, 0.904, -4.340)
C (-0.902, 1.891, -5.359)
H (-2.266, 4.256, -2.736)
H (-2.527, 2.530, -3.074)
H (-2.501, 3.116, -1.393)
H (-1.020, 1.170, -1.662)
H (0.625, 1.792, -1.451)
H (0.588, 0.090, -3.162)
H (1.029, 1.656, -3.877)
H (-0.101, 1.746, -6.091)
H (-0.830, 2.898, -4.944)
H (-1.861, 1.776, -5.858)
C (-0.523, 4.123, 4.404)
O (-0.021, 4.679, 3.204)
C (0.074, 3.759, 2.136)
C (-1.090, 3.860, 1.174)
O (-2.324, 3.506, 1.770)
C (-3.100, 4.616, 2.187)
H (-0.756, 4.952, 5.069)
H (-1.428, 3.536, 4.230)
H (0.228, 3.486, 4.886)
H (0.146, 2.734, 2.518)
H (0.996, 3.983, 1.589)
H (-0.917, 3.165, 0.345)
H (-1.140, 4.871, 0.755)
H (-3.543, 5.130, 1.327)
H (-2.504, 5.330, 2.758)
H (-3.900, 4.231, 2.816)


Record 3
The following is a DFT calculation (ωB97M-V/def2-TZVPD) of a 5-piece molecular cluster, C19H38N5S2 overall at a distorted geometry.

Output
- multiplicity = 1
- molecular weight (g/mol) = 400.68
- gap between HOMO and LUMO (eV) = 7.17
- charge = +1
- electronic energy (eV) = -49430.8788

Positions of all 64 atoms, in Å:
N (-4.803, -0.823, 2.140)
C (-5.939, -0.018, 1.580)
C (-7.073, -0.040, 2.686)
C (-8.374, 0.780, 2.309)
S (-9.597, -0.116, 1.250)
S (-9.501, -2.212, 1.546)
H (-4.204, -1.178, 1.392)
H (-5.177, -1.604, 2.693)
H (-6.245, -0.477, 0.593)
H (-5.528, 1.025, 1.417)
H (-6.634, 0.465, 3.607)
H (-7.264, -1.127, 2.936)
H (-8.895, 1.038, 3.286)
H (-8.077, 1.760, 1.839)
H (-9.219, 0.087, -0.076)
H (-9.472, -2.371, 2.918)
C (-0.873, 2.024, -0.254)
C (-1.350, 1.937, 1.190)
C (-0.652, 0.829, 1.981)
C (-0.928, -0.497, 1.344)
N (-1.147, -1.526, 0.851)
H (-1.094, 1.111, -0.802)
H (-1.375, 2.843, -0.771)
H (0.206, 2.202, -0.300)
H (-2.432, 1.772, 1.197)
H (-1.169, 2.895, 1.684)
H (-1.018, 0.814, 3.010)
H (0.427, 0.997, 2.006)
C (3.111, -3.549, 1.208)
C (4.103, -2.702, 1.998)
C (3.628, -1.261, 2.199)
C (3.444, -0.593, 0.874)
N (3.302, -0.075, -0.156)
H (2.968, -3.162, 0.196)
H (3.477, -4.573, 1.115)
H (2.138, -3.580, 1.705)
H (5.066, -2.705, 1.479)
H (4.265, -3.162, 2.976)
H (4.364, -0.699, 2.779)
H (2.680, -1.242, 2.742)
C (-1.421, 1.545, -6.049)
C (-0.306, 1.741, -5.027)
C (-0.482, 0.872, -3.779)
C (-1.765, 1.215, -3.093)
N (-2.767, 1.479, -2.572)
H (-2.393, 1.837, -5.645)
H (-1.239, 2.160, -6.932)
H (-1.481, 0.501, -6.369)
H (-0.268, 2.796, -4.741)
H (0.652, 1.500, -5.495)
H (0.345, 1.037, -3.085)
H (-0.494, -0.187, -4.046)
C (8.982, 0.706, -1.235)
C (8.073, -0.508, -1.077)
C (6.998, -0.312, -0.005)
C (7.638, -0.072, 1.324)
N (8.136, 0.115, 2.356)
H (9.540, 0.913, -0.319)
H (9.713, 0.533, -2.028)
H (8.404, 1.597, -1.494)
H (8.686, -1.380, -0.831)
H (7.587, -0.716, -2.034)
H (6.366, -1.200, 0.060)
H (6.360, 0.540, -0.253)


Record 4
The following is a DFT calculation (ωB97M-V/def2-TZVPD) of C7H10N2 as an isolated structure at a distorted geometry.

Output
- multiplicity = 1
- energy relative to the best compared isomer or geometry (same formula, charge and spin) (eV) = 5.312
- molecular weight (g/mol) = 122.17
- gap between HOMO and LUMO (eV) = 9.23
- charge = 0
- electronic energy (eV) = -10396.2991

Positions of all 19 atoms, in Å:
C (-1.942, -0.967, -1.952)
C (-1.455, -0.248, -1.153)
C (1.123, -0.876, 1.047)
C (-0.566, 0.456, -0.325)
C (-0.329, -0.390, 1.364)
C (-0.481, 0.695, 2.418)
C (1.362, 0.272, -2.093)
N (1.661, -0.372, 0.022)
N (0.926, 0.400, -0.752)
H (-2.655, -1.463, -2.490)
H (1.742, -1.478, 1.698)
H (-0.809, 1.445, -0.109)
H (-1.142, -1.094, 1.474)
H (0.318, 1.564, 2.483)
H (-0.677, 0.155, 3.334)
H (-1.475, 1.025, 2.335)
H (1.222, -0.688, -2.606)
H (0.794, 1.001, -2.618)
H (2.382, 0.562, -2.077)


Record 5
The following is a DFT calculation (ωB97M-V/def2-TZVPD) of a 12-piece molecular cluster, C48H132N12O12 overall at a distorted geometry.

Output
- multiplicity = 1
- energy relative to the best compared isomer or geometry (same formula, charge and spin) (eV) = 3.795
- molecular weight (g/mol) = 1069.66
- gap between HOMO and LUMO (eV) = 9.11
- charge = 0
- SMILES = COC[C@H](C)N.COC[C@H](C)N.COC[C@H](C)N.COC[C@H](C)N.COC[C@H](C)N.COC[C@H](C)N.COC[C@H](C)N.COC[C@H](C)N.COC[C@H](C)N.COC[C@H](C)N.COC[C@H](C)N.COC[C@H](C)N
- electronic energy (eV) = -94359.4833

Positions of all 204 atoms, in Å:
C (1.750, 4.926, 0.074)
O (2.237, 5.630, 1.194)
C (2.964, 4.788, 2.122)
C (3.112, 5.368, 3.486)
C (4.010, 4.481, 4.357)
N (1.849, 5.610, 4.124)
H (0.990, 4.160, 0.353)
H (2.551, 4.585, -0.637)
H (1.161, 5.668, -0.494)
H (2.376, 3.847, 2.195)
H (3.971, 4.566, 1.689)
H (3.611, 6.351, 3.313)
H (3.601, 3.484, 4.575)
H (4.133, 5.063, 5.287)
H (4.949, 4.301, 3.793)
H (1.095, 5.989, 3.534)
H (1.491, 4.869, 4.719)
C (-8.093, -2.160, 3.131)
O (-6.991, -2.946, 2.831)
C (-5.723, -2.418, 3.277)
C (-4.627, -3.374, 2.843)
C (-4.777, -4.700, 3.580)
N (-3.365, -2.803, 3.139)
H (-8.213, -2.023, 4.256)
H (-9.029, -2.599, 2.776)
H (-8.043, -1.161, 2.751)
H (-5.707, -1.406, 2.852)
H (-5.644, -2.332, 4.346)
H (-4.664, -3.549, 1.783)
H (-5.799, -5.096, 3.469)
H (-4.655, -4.486, 4.678)
H (-4.054, -5.473, 3.234)
H (-3.341, -1.849, 2.807)
H (-3.283, -2.691, 4.147)
C (-2.176, 3.615, -7.377)
O (-0.830, 3.244, -7.307)
C (-0.577, 1.926, -6.989)
C (-1.117, 0.963, -8.051)
C (-0.724, -0.493, -7.920)
N (-0.775, 1.399, -9.421)
H (-2.828, 3.366, -6.517)
H (-2.696, 3.255, -8.265)
H (-2.250, 4.726, -7.397)
H (0.489, 1.835, -6.966)
H (-0.929, 1.704, -5.959)
H (-2.219, 0.977, -7.967)
H (0.325, -0.702, -8.255)
H (-1.326, -1.031, -8.618)
H (-0.749, -0.896, -6.897)
H (0.283, 1.253, -9.585)
H (-0.865, 2.407, -9.559)
C (3.358, -0.460, -7.800)
O (3.778, -1.572, -6.996)
C (4.445, -1.245, -5.784)
C (4.379, -2.371, -4.778)
C (3.007, -2.871, -4.611)
N (5.017, -1.828, -3.587)
H (4.187, 0.177, -8.067)
H (2.545, 0.028, -7.318)
H (2.979, -0.971, -8.652)
H (5.521, -0.992, -5.960)
H (4.000, -0.328, -5.344)
H (4.997, -3.226, -5.097)
H (2.985, -3.619, -3.798)
H (2.638, -3.333, -5.515)
H (2.305, -2.088, -4.372)
H (4.323, -1.247, -3.093)
H (5.517, -2.564, -3.081)
C (-4.063, 1.942, 0.540)
O (-3.797, 3.144, 1.213)
C (-2.383, 3.297, 1.486)
C (-2.080, 4.633, 2.210)
C (-2.560, 5.729, 1.241)
N (-0.656, 4.720, 2.291)
H (-5.150, 1.741, 0.728)
H (-3.487, 1.168, 1.026)
H (-3.973, 1.934, -0.575)
H (-1.979, 2.414, 2.068)
H (-1.802, 3.403, 0.604)
H (-2.627, 4.673, 3.197)
H (-3.669, 5.938, 1.200)
H (-2.264, 5.465, 0.189)
H (-1.921, 6.562, 1.500)
H (-0.283, 5.676, 2.205)
H (-0.202, 4.244, 3.050)
C (-3.667, -1.324, -0.272)
O (-4.797, -0.884, -1.028)
C (-5.948, -1.596, -0.543)
C (-7.174, -1.293, -1.341)
C (-7.464, 0.179, -1.366)
N (-8.201, -2.121, -0.663)
H (-3.337, -2.369, -0.454)
H (-3.944, -1.268, 0.795)
H (-2.790, -0.724, -0.512)
H (-5.710, -2.660, -0.565)
H (-6.122, -1.321, 0.522)
H (-6.906, -1.645, -2.347)
H (-8.333, 0.334, -2.030)
H (-6.593, 0.734, -1.705)
H (-7.681, 0.532, -0.386)
H (-9.060, -2.076, -1.191)
H (-7.914, -3.080, -0.624)
C (2.561, -0.428, 4.360)
O (1.364, -0.926, 4.920)
C (1.141, -2.266, 4.474)
C (-0.199, -2.798, 4.928)
C (-0.571, -2.677, 6.356)
N (-0.200, -4.220, 4.614)
H (3.371, -1.132, 4.514)
H (2.814, 0.522, 4.783)
H (2.434, -0.218, 3.320)
H (1.145, -2.255, 3.353)
H (1.964, -2.990, 4.732)
H (-0.912, -2.297, 4.305)
H (-0.335, -1.636, 6.623)
H (0.096, -3.294, 6.956)
H (-1.578, -2.901, 6.668)
H (-0.122, -4.355, 3.617)
H (0.628, -4.637, 4.993)
C (3.430, 3.656, -5.594)
O (3.024, 2.372, -5.276)
C (3.457, 1.985, -3.984)
C (2.274, 1.269, -3.297)
C (1.273, 2.348, -2.829)
N (2.829, 0.653, -2.100)
H (2.891, 4.454, -5.048)
H (3.340, 3.843, -6.653)
H (4.469, 3.825, -5.393)
H (4.401, 1.372, -3.989)
H (3.794, 2.811, -3.404)
H (1.876, 0.573, -4.012)
H (1.860, 3.098, -2.281)
H (0.435, 1.980, -2.248)
H (0.866, 2.839, -3.674)
H (2.089, 0.338, -1.462)
H (3.476, 1.349, -1.716)
C (6.876, 0.823, 3.834)
O (6.043, 0.942, 2.675)
C (5.565, -0.292, 2.144)
C (4.671, 0.044, 0.930)
C (4.238, -1.204, 0.201)
N (5.464, 0.973, 0.017)
H (7.635, 0.128, 3.659)
H (6.250, 0.493, 4.620)
H (7.352, 1.775, 4.057)
H (6.505, -0.826, 1.850)
H (5.036, -0.852, 2.902)
H (3.857, 0.641, 1.334)
H (3.393, -1.629, 0.803)
H (5.043, -1.962, 0.152)
H (3.919, -0.972, -0.803)
H (6.298, 1.321, 0.463)
H (5.598, 0.597, -0.906)
C (-3.902, 1.235, 4.202)
O (-2.581, 1.264, 4.477)
C (-2.145, 2.255, 5.425)
C (-0.599, 2.123, 5.597)
C (-0.175, 3.035, 6.812)
N (-0.079, 2.493, 4.306)
H (-4.498, 0.627, 4.923)
H (-4.112, 0.824, 3.212)
H (-4.292, 2.245, 4.217)
H (-2.473, 3.267, 5.163)
H (-2.671, 1.939, 6.357)
H (-0.397, 1.100, 5.911)
H (-0.273, 4.096, 6.516)
H (0.867, 2.909, 7.176)
H (-0.953, 2.831, 7.617)
H (0.871, 2.065, 4.356)
H (-0.571, 2.019, 3.544)
C (0.466, -1.813, -1.735)
O (0.375, -0.708, -0.892)
C (-0.038, -1.143, 0.386)
C (-0.405, 0.171, 1.117)
C (0.798, 1.149, 1.112)
N (-0.879, -0.171, 2.450)
H (0.886, -2.669, -1.198)
H (1.068, -1.690, -2.629)
H (-0.528, -2.151, -2.071)
H (-0.824, -1.897, 0.232)
H (0.889, -1.623, 0.796)
H (-1.293, 0.508, 0.595)
H (1.685, 0.509, 1.290)
H (0.627, 1.929, 1.843)
H (0.917, 1.631, 0.099)
H (-0.140, -0.328, 3.085)
H (-1.660, 0.385, 2.820)
C (3.356, -5.190, -0.171)
O (2.619, -6.238, -0.624)
C (1.824, -5.964, -1.836)
C (0.857, -7.087, -2.155)
C (0.167, -6.776, -3.434)
N (-0.048, -7.423, -1.104)
H (2.807, -4.260, -0.200)
H (4.278, -4.937, -0.787)
H (3.655, -5.371, 0.863)
H (1.182, -5.053, -1.690)
H (2.555, -5.792, -2.625)
H (1.502, -7.980, -2.273)
H (-0.315, -7.660, -3.838)
H (0.879, -6.518, -4.243)
H (-0.487, -5.845, -3.325)
H (0.467, -7.668, -0.299)
H (-0.707, -6.668, -1.001)


Record 6
The following is a DFT calculation (ωB97M-V/def2-TZVPD) of C20H23N3O4S as an isolated structure at a distorted geometry.

Output
- multiplicity = 1
- energy relative to the best compared isomer or geometry (same formula, charge and spin) (eV) = 1.824
- molecular weight (g/mol) = 401.49
- gap between HOMO and LUMO (eV) = 7.74
- charge = 0
- electronic energy (eV) = -44608.3931

Positions of all 51 atoms, in Å:
C (1.217, 3.676, -1.862)
C (1.139, 3.507, -0.349)
H (0.743, 4.413, 0.118)
H (2.131, 3.294, 0.057)
O (0.212, 2.495, 0.024)
C (0.487, 1.204, -0.339)
C (-0.534, 0.513, -0.982)
C (-0.374, -0.820, -1.318)
C (0.839, -1.454, -1.078)
C (1.868, -0.786, -0.433)
C (1.686, 0.550, -0.022)
O (2.668, 1.260, 0.631)
C (3.170, 0.720, 1.845)
C (2.082, 0.575, 2.902)
H (1.352, -0.170, 2.591)
H (2.522, 0.263, 3.846)
H (1.567, 1.522, 3.046)
H (3.661, -0.241, 1.666)
H (3.920, 1.450, 2.164)
O (3.075, -1.348, -0.151)
C (3.320, -2.684, -0.551)
C (4.738, -3.035, -0.125)
H (4.834, -2.966, 0.956)
H (5.443, -2.345, -0.580)
H (4.976, -4.048, -0.438)
H (2.599, -3.359, -0.070)
H (3.218, -2.774, -1.640)
H (0.943, -2.478, -1.394)
C (-1.442, -1.588, -2.008)
O (-1.232, -2.330, -2.945)
N (-2.722, -1.372, -1.575)
C (-3.149, -0.781, -0.386)
C (-4.291, -0.001, -0.352)
C (-4.718, 0.592, 0.856)
C (-4.046, 0.445, 2.037)
C (-2.899, -0.363, 2.040)
N (-2.125, -0.679, 3.080)
S (-0.977, -1.682, 2.579)
N (-1.387, -1.770, 1.029)
C (-2.454, -0.996, 0.827)
H (-4.376, 0.914, 2.949)
H (-5.610, 1.200, 0.829)
C (-5.074, 0.225, -1.610)
H (-5.590, -0.688, -1.911)
H (-4.415, 0.522, -2.425)
H (-5.820, 1.001, -1.464)
H (-3.439, -1.778, -2.166)
H (-1.446, 1.048, -1.197)
H (1.605, 2.768, -2.320)
H (1.877, 4.503, -2.106)
H (0.229, 3.878, -2.272)


Record 7
The following is a DFT calculation (ωB97M-V/def2-TZVPD) of a 2-piece molecular cluster, C3H3NO2 overall at a distorted geometry.

Output
- multiplicity = 1
- energy relative to the best compared isomer or geometry (same formula, charge and spin) (eV) = 5.992
- molecular weight (g/mol) = 85.06
- gap between HOMO and LUMO (eV) = 8.87
- charge = 0
- SMILES = N#CC1=CO1.O
- electronic energy (eV) = -8739.1393

Positions of all 9 atoms, in Å:
N (-2.509, -1.850, 0.078)
C (-1.849, -0.929, -0.118)
C (-1.058, 0.120, -0.168)
C (-0.415, 1.247, -0.136)
O (-1.660, 1.600, 0.157)
H (0.565, 1.719, -0.503)
O (2.480, -0.331, 0.107)
H (2.935, -0.922, 0.606)
H (1.511, -0.654, -0.022)